No. 1
ORCA calculation (ωB97M-V/def2-TZVPD) on a structure of composition C9H14O.

## Properties
2S+1 ... 1
Total energy ... -426.4181 hartree
E_HOMO ... -7.911 eV
Total charge ... 0
Orbital gap ... 8.752 eV
Molecular weight ... 138.21 g mol⁻¹

Element x y z (Å)
1 C -0.3871 -0.3162 -0.3269
2 C -2.6778 -2.0362 0.2535
3 C -0.5914 -0.1027 -1.8105
4 C 2.6334 -0.1800 1.0665
5 C -2.1926 -0.6098 0.4541
6 C 0.0174 0.7651 0.4761
7 C 1.8419 0.6553 0.1168
8 C -0.3910 1.8010 1.1752
9 C 2.3534 1.4598 -0.8094
10 O -2.9503 0.2236 0.9072
11 H 0.0870 -1.2676 -0.0848
12 H -3.5978 -2.2140 0.8193
13 H -1.9058 -2.7379 0.5770
14 H -2.8842 -2.1874 -0.8097
15 H -0.9682 0.8999 -2.0215
16 H -1.2958 -0.8376 -2.2082
17 H 0.3499 -0.2521 -2.3462
18 H 2.2892 -0.0414 2.0965
19 H 2.5490 -1.2436 0.8225
20 H 3.6999 0.0830 1.0519
21 H -1.4422 1.9267 1.4188
22 H 0.3082 2.5359 1.5570
23 H 1.7295 2.0251 -1.4968
24 H 3.4255 1.6512 -0.8786


No. 2
ORCA calculation (ωB97M-V/def2-TZVPD) on the molecule C14H15N2O2P.

## Properties
2S+1 ... 1
Total energy ... -1143.8664 hartree
SMILES ... NN[P@](=O)(CC(=O)c1ccccc1)c1ccccc1
E_HOMO ... -9.201 eV
Total charge ... 0
Orbital gap ... 9.279 eV
Molecular weight ... 274.26 g mol⁻¹

Element x y z (Å)
1 N -0.4717 -1.6441 -2.5654
2 N -1.2248 -0.8088 -1.7011
3 P -0.8546 -0.4570 -0.1075
4 O -1.7112 0.6199 0.3958
5 C 0.9799 -0.0949 0.0542
6 C 1.2715 0.9215 -1.0112
7 O 1.4763 0.5558 -2.1547
8 C 1.2772 2.3484 -0.6399
9 C 1.9527 3.2349 -1.4817
10 C 1.9934 4.5833 -1.1903
11 C 1.3428 5.0656 -0.0650
12 C 0.6516 4.1954 0.7629
13 C 0.6226 2.8405 0.4880
14 C -1.0683 -2.0585 0.7414
15 C -2.0846 -2.8936 0.2998
16 C -2.3344 -4.0851 0.9570
17 C -1.5756 -4.4385 2.0611
18 C -0.5712 -3.5976 2.5115
19 C -0.3176 -2.4063 1.8540
20 H 0.4498 -1.2385 -2.7470
21 H -0.3463 -2.5400 -2.1012
22 H -1.6180 -0.0136 -2.1925
23 H 1.5338 -1.0116 -0.1550
24 H 1.1933 0.2619 1.0586
25 H 2.4442 2.8396 -2.3584
26 H 2.5256 5.2608 -1.8413
27 H 1.3686 6.1212 0.1625
28 H 0.1309 4.5748 1.6293
29 H 0.0510 2.1828 1.1227
30 H -2.6701 -2.5971 -0.5587
31 H -3.1224 -4.7370 0.6102
32 H -1.7700 -5.3683 2.5749
33 H 0.0143 -3.8694 3.3776
34 H 0.4613 -1.7465 2.2093


No. 3
ORCA calculation (ωB97M-V/def2-TZVPD) on a structure of composition C38H35N3O6TeTi.

## Properties
2S+1 ... 1
Total energy ... -3202.4877 hartree
E_HOMO ... -1.646 eV
Total charge ... -2
Orbital gap ... 5.598 eV
Molecular weight ... 805.18 g mol⁻¹

Element x y z (Å)
1 Ti -0.8781 -1.5181 1.2169
2 O -2.5716 -1.0417 6.9770
3 C -2.4107 -1.2169 5.6316
4 C -2.8317 -0.2513 4.7193
5 C -2.6054 -0.4986 3.3817
6 N -2.0523 -1.6339 2.9936
7 C -1.6323 -2.5545 3.8475
8 C -1.7966 -2.3909 5.2067
9 C -0.9275 -3.7195 3.1459
10 O -0.6938 -4.7390 3.7788
11 O -0.6611 -3.4541 1.9204
12 C -2.8509 0.4559 2.2128
13 O -3.5589 1.4381 2.3793
14 O -2.2410 0.0713 1.1516
15 H -2.9653 -0.1763 7.1245
16 H -3.2954 0.6799 5.0232
17 H -1.4396 -3.1365 5.9021
18 C 0.6380 1.9946 2.5763
19 C 1.8234 1.0836 2.7218
20 C 3.0616 1.5637 3.1249
21 C 4.1575 0.7154 3.2591
22 C 3.9918 -0.6349 2.9761
23 C 2.7689 -1.1544 2.5684
24 C 2.6133 -2.6143 2.2547
25 C 1.6603 -0.2938 2.4401
26 N 0.4396 -0.7607 2.0555
27 H 0.9458 3.0432 2.5966
28 H -0.0870 1.8325 3.3814
29 H 0.1083 1.7967 1.6426
30 H 3.1688 2.6263 3.3249
31 H 5.1224 1.1008 3.5671
32 H 4.8378 -1.3118 3.0595
33 H 3.5927 -3.0885 2.1487
34 H 2.0440 -2.7680 1.3364
35 H 2.0573 -3.1435 3.0338
36 C 0.1755 6.5480 -4.7280
37 C 0.0249 5.2696 -3.9445
38 C -1.0939 4.4619 -4.0939
39 C -1.2451 3.2748 -3.3776
40 C -2.5278 2.4985 -3.5688
41 C -0.2438 2.8579 -2.4837
42 Te -0.4488 0.9282 -1.4358
43 N -0.4742 -1.6084 -0.6207
44 C -1.4326 -2.1964 -1.3729
45 O -1.7964 -1.9512 -2.5275
46 C -2.1833 -3.3520 -0.7013
47 C -1.8715 -4.6679 -1.0396
48 C -2.5286 -5.7235 -0.4346
49 C -3.5233 -5.4849 0.5116
50 C -3.8555 -4.1809 0.8335
51 C -3.1903 -3.1169 0.2298
52 C 1.0263 0.1852 -2.7601
53 C 0.7184 0.1204 -4.1144
54 C 1.6374 -0.3528 -5.0414
55 C 2.8826 -0.7816 -4.6066
56 C 3.1849 -0.7407 -3.2527
57 C 2.2719 -0.2681 -2.3082
58 C 2.6265 -0.3067 -0.8474
59 C 0.8762 3.6852 -2.3096
60 C 2.0047 3.3380 -1.3686
61 C 0.9954 4.8678 -3.0404
62 H -0.6254 6.6523 -5.4620
63 H 1.1271 6.5786 -5.2641
64 H 0.1442 7.4249 -4.0758
65 H -1.8747 4.7620 -4.7886
66 H -3.0942 2.8996 -4.4126
67 H -3.1555 2.5595 -2.6766
68 H -2.3544 1.4347 -3.7269
69 H -1.0958 -4.8481 -1.7739
70 H -2.2636 -6.7432 -0.6914
71 H -4.0269 -6.3130 0.9958
72 H -4.6291 -3.9822 1.5670
73 H -3.4806 -2.0977 0.4699
74 H -0.2620 0.4349 -4.4475
75 H 1.3718 -0.3979 -6.0914
76 H 3.6117 -1.1600 -5.3145
77 H 4.1517 -1.0925 -2.9070
78 H 2.6159 0.6867 -0.3929
79 H 3.6166 -0.7428 -0.6999
80 H 1.8932 -0.9009 -0.2996
81 H 1.7131 2.5703 -0.6547
82 H 2.3282 4.2223 -0.8134
83 H 2.8691 2.9599 -1.9224
84 H 1.8776 5.4881 -2.8950


No. 4
ORCA calculation (ωB97M-V/def2-TZVPD) on the molecule C5H9NO2.

## Properties
2S+1 ... 1
Total energy ... -401.0910 hartree
SMILES ... C[C@H](C=O)N(C)C=O
E_HOMO ... -9.254 eV
Total charge ... 0
Orbital gap ... 9.938 eV
Molecular weight ... 115.13 g mol⁻¹

Element x y z (Å)
1 C 1.1986 -0.9439 0.7737
2 C 0.8051 0.0641 -0.3391
3 C 1.3573 1.4359 -0.0066
4 O 1.8478 2.2250 -0.8089
5 N -0.7098 0.1328 -0.2273
6 C -1.3834 -0.6699 -1.3056
7 C -1.3785 0.7886 0.7842
8 O -0.8929 1.2322 1.8177
9 H 1.1257 -0.5325 1.7914
10 H 0.5783 -1.7574 0.8426
11 H 2.1962 -1.3067 0.5638
12 H 1.0649 -0.3080 -1.3341
13 H 0.9867 1.7254 1.0979
14 H -2.0327 -0.1500 -1.8757
15 H -0.5258 -1.1452 -1.7591
16 H -1.7444 -1.5009 -0.7822
17 H -2.4930 0.7105 0.7671


No. 5
ORCA calculation (ωB97M-V/def2-TZVPD) on a cluster of 2 separate species, C3H8NO3 in total.

## Properties
2S+1 ... 1
Total energy ... -399.6536 hartree
E_HOMO ... -4.508 eV
Total charge ... -1
Orbital gap ... 8.445 eV
Molecular weight ... 106.10 g mol⁻¹

Element x y z (Å)
1 C -0.8058 1.1439 0.7732
2 C -1.2311 -0.1656 0.1939
3 C -0.1348 -0.8235 -0.6573
4 O 0.6795 -0.0369 -1.2346
5 O -0.1240 -2.0707 -0.7310
6 N -1.8979 1.8679 1.5476
7 H 0.0893 1.0838 1.3854
8 H -0.6104 1.8748 -0.0074
9 H -1.5162 -0.8863 0.9747
10 H -2.2055 -0.1364 -0.3144
11 H -1.7621 1.6354 2.5286
12 H -2.8064 1.5013 1.2978
13 H 2.2988 -0.0781 -0.7742
14 H 2.9267 -0.5091 0.5408
15 O 3.1682 -0.2243 -0.3401


No. 6
ORCA calculation (ωB97M-V/def2-TZVPD) on a structure of composition C25H30F7N2O9S2.

## Properties
2S+1 ... 1
Total energy ... -3252.7653 hartree
E_HOMO ... -6.716 eV
Total charge ... -1
Orbital gap ... 7.542 eV
Molecular weight ... 699.64 g mol⁻¹

Element x y z (Å)
1 C 3.9656 -2.7366 -1.1340
2 C 2.4295 -2.5065 -1.1922
3 C 2.1477 -0.9903 -1.1748
4 O 1.4387 -0.5389 -2.3743
5 C 0.5262 0.3969 -1.9926
6 C 0.9592 1.6741 -1.6448
7 C 0.0536 2.6257 -1.2463
8 C 0.6627 3.9767 -0.8515
9 F 1.1174 4.6533 -1.9777
10 C -0.2405 4.8480 0.0186
11 C -0.1499 4.4727 1.5290
12 C -1.3024 2.3586 -1.2134
13 C -1.7570 1.1181 -1.5861
14 C -0.8306 0.1472 -1.9569
15 C -1.3814 -1.2177 -2.3215
16 O -0.8450 -1.9873 -3.0889
17 C -2.6698 -1.5882 -1.6029
18 C -2.8130 -3.0780 -1.2891
19 C -3.7817 -3.8298 -2.2325
20 N -3.3079 -5.2330 -2.3639
21 C -3.5646 -0.6579 -1.2561
22 C -4.8135 -1.0782 -0.4925
23 C -5.9954 -0.0774 -0.5251
24 O -6.1294 0.6379 0.7282
25 C -6.6999 -0.1506 1.6916
26 O -7.8750 -0.4422 1.6817
27 C -5.8202 -0.6873 2.8333
28 C -6.5443 -0.5329 4.2019
29 C -3.2293 0.7591 -1.6195
30 O -4.0288 1.6077 -1.9644
31 H 4.4665 -1.9377 -1.6894
32 H 4.3059 -2.6669 -0.0956
33 H 4.2139 -3.7192 -1.5471
34 H 2.0258 -2.9072 -0.2518
35 H 1.9322 -3.0372 -2.0081
36 H 3.0630 -0.4015 -1.0359
37 H 1.4811 -0.7829 -0.3270
38 H 2.0252 1.8838 -1.7002
39 H 1.5392 3.7178 -0.2405
40 H -1.2817 4.8166 -0.3139
41 H 0.0791 5.8929 -0.0727
42 H -1.0809 4.0216 1.8819
43 H 0.7365 3.8728 1.7538
44 H -0.0312 5.4090 2.0885
45 H -2.0274 3.1142 -0.9296
46 H -3.1244 -3.1309 -0.2374
47 H -1.8316 -3.5508 -1.3627
48 H -4.7775 -3.9036 -1.7726
49 H -3.9281 -3.3354 -3.1977
50 H -3.0893 -5.4456 -3.3269
51 H -4.0289 -5.8413 -2.0050
52 H -4.5046 -1.2281 0.5528
53 H -5.1999 -2.0477 -0.8131
54 H -6.9170 -0.6734 -0.6108
55 H -5.9939 0.6009 -1.3747
56 H -4.9094 -0.0783 2.8304
57 H -5.5945 -1.7473 2.6859
58 H -5.7765 -0.2169 4.9211
59 H -6.9070 -1.4974 4.5632
60 H -7.3118 0.2415 4.1945
61 C 7.2393 2.9255 3.0778
62 F 6.4091 3.7772 3.6891
63 F 8.0316 3.6474 2.2722
64 F 8.0294 2.3907 4.0198
65 S 6.3146 1.6388 2.1513
66 O 5.5558 2.3719 1.1750
67 O 5.5421 0.9577 3.1527
68 N 7.5825 0.8601 1.6026
69 S 7.2765 -0.4084 0.7043
70 O 6.7187 -0.1390 -0.5929
71 O 6.7278 -1.5464 1.3891
72 C 9.0214 -0.8685 0.3703
73 F 9.6923 -1.1308 1.5015
74 F 9.6856 0.1152 -0.2532
75 F 9.0994 -1.9563 -0.4025